{
  "formula": "C5H16O2",
  "method": "ωB97M-V/def2-TZVPD",
  "species": ["C", "C", "C", "C", "C", "H", "H", "H", "H", "H", "H", "H", "H", "H", "H", "H", "H", "H", "H", "O", "H", "H", "O"],
  "coordinates": [[0.197, -0.614, -2.663], [0.656, -0.803, -1.223], [-0.415, -1.153, -0.178], [0.247, -1.304, 1.191], [-1.535, -0.126, -0.150], [-0.436, 0.258, -2.780], [-0.348, -1.467, -3.058], [1.066, -0.467, -3.300], [1.169, 0.096, -0.886], [1.416, -1.599, -1.175], [-0.807, -2.144, -0.428], [-0.468, -1.480, 1.999], [0.942, -2.146, 1.251], [0.816, -0.411, 1.470], [-1.910, 0.066, -1.149], [-2.374, -0.402, 0.475], [-1.175, 0.822, 0.267], [2.079, 2.988, -0.624], [1.321, 2.272, 0.527], [1.235, 2.931, -0.168], [-1.303, 1.314, 3.527], [0.012, 2.026, 3.261], [-0.385, 1.344, 3.814]],
  "atomic_forces_ev_per_a": [[0.162, 0.013, 0.116], [0.157, -0.482, 0.243], [0.315, -0.247, 0.103], [0.111, -0.029, 0.407], [0.184, 0.336, 0.115], [-0.109, 0.185, 0.018], [-0.092, -0.229, 0.078], [0.069, 0.033, -0.119], [0.046, 0.277, -0.003], [-0.154, 0.149, -0.121], [-0.255, 0.068, -0.180], [-0.168, 0.125, -0.128], [0.025, 0.042, -0.306], [-0.087, 0.040, -0.062], [-0.143, 0.083, -0.112], [-0.187, -0.376, 0.154], [0.132, 0.020, -0.202], [0.076, -0.149, 0.136], [0.235, -0.042, -0.134], [-0.309, 0.154, 0.005], [-0.028, -0.040, 0.018], [-0.021, -0.014, 0.096], [0.040, 0.082, -0.120]],
  "lowdin_charge": [-0.11, -0.25, -0.45, -0.09, -0.08, 0.06, 0.07, 0.07, 0.09, 0.11, 0.13, 0.08, 0.08, 0.07, 0.06, 0.07, 0.08, 0.04, 0.02, -0.06, 0.03, 0.03, -0.06],
  "lumo_energy_ev": 0.54,
  "smiles": "CCC(C)C.O.O",
  "multiplicity": 1,
  "homo_lumo_gap_ha": 0.4263,
  "relative_energy_ev": 0.249,
  "charge": 0,
  "total_energy_ha": -350.5731
}


{
  "formula": "C12H3BCaCl7F4S",
  "method": "ωB97M-V/def2-TZVPD",
  "species": ["Ca", "Cl", "C", "C", "C", "C", "C", "Cl", "C", "S", "H", "H", "H", "Cl", "C", "C", "C", "Cl", "C", "Cl", "C", "Cl", "C", "Cl", "F", "B", "F", "F", "F"],
  "coordinates": [[0.000, 0.453, 0.090], [-2.818, 0.016, 0.689], [-2.805, -1.540, -0.141], [-3.352, -2.602, 0.576], [-3.699, -3.791, -0.091], [-3.495, -3.891, -1.469], [-2.803, -2.895, -2.159], [-2.615, -3.017, -3.842], [-2.287, -1.732, -1.475], [-1.298, -0.571, -2.281], [-3.604, -2.488, 1.632], [-4.197, -4.557, 0.489], [-3.909, -4.662, -2.082], [2.601, 1.131, -2.321], [2.594, 2.208, -1.009], [1.647, 2.168, -0.012], [1.667, 3.064, 1.090], [0.448, 2.952, 2.246], [2.758, 3.903, 1.282], [2.840, 4.912, 2.685], [3.749, 3.971, 0.237], [4.990, 5.143, 0.382], [3.624, 3.188, -0.951], [4.672, 3.464, -2.256], [1.909, -0.507, 0.756], [1.098, -1.015, 1.789], [0.473, 0.177, 2.299], [0.066, -1.769, 1.146], [1.743, -1.712, 2.701]],
  "atomic_forces_ev_per_a": [[-1.195, -0.009, -1.338], [0.410, -0.174, -0.259], [0.271, -1.453, -0.666], [-0.451, -0.174, -0.496], [0.243, 0.771, 0.082], [0.291, 0.913, 0.064], [0.111, 0.724, 2.288], [0.180, -0.199, -0.765], [-1.173, 0.289, 0.336], [0.203, 0.314, 0.280], [0.097, 0.056, -0.363], [0.022, -0.151, -0.209], [-0.130, -0.691, 0.041], [-0.339, -0.846, -0.783], [0.959, 2.316, 1.735], [-0.829, 0.628, 0.244], [2.292, -0.850, -2.232], [-1.254, 0.409, 0.926], [0.458, -0.109, -1.303], [0.270, 0.025, -0.110], [-1.495, -0.586, -0.103], [0.329, 0.148, -0.042], [-0.765, 0.167, 1.959], [0.594, 0.071, -0.500], [0.811, -0.551, -0.345], [-0.551, -0.071, -0.075], [-0.241, -0.624, 0.447], [0.071, 0.413, 0.034], [0.809, -0.755, 1.153]],
  "lowdin_charge": [1.17, 0.64, -0.66, -0.14, -0.10, -0.13, -0.73, 0.66, -0.77, 0.43, 0.10, 0.09, 0.08, 0.69, -0.78, -0.29, -0.77, 0.73, -0.71, 0.64, -0.70, 0.64, -0.73, 0.67, 0.03, -1.33, -0.05, 0.06, 0.25],
  "lumo_energy_ev": 2.52,
  "multiplicity": 1,
  "homo_lumo_gap_ha": 0.2732,
  "relative_energy_ev": 0.000,
  "charge": -1,
  "total_energy_ha": -5180.9655
}


{
  "formula": "C21H25ClN2O3",
  "method": "ωB97M-V/def2-TZVPD",
  "species": ["O", "C", "N", "C", "H", "C", "H", "H", "C", "C", "O", "H", "H", "H", "C", "C", "H", "H", "H", "H", "C", "C", "C", "C", "C", "C", "C", "Cl", "H", "H", "H", "H", "H", "H", "H", "C", "N", "O", "C", "C", "C", "H", "C", "H", "C", "H", "H", "C", "H", "H", "H", "H"],
  "coordinates": [[-1.832, -1.579, -2.077], [-1.859, -1.607, -0.858], [-0.902, -2.207, -0.120], [-0.754, -2.058, 1.306], [-0.307, -2.979, 1.689], [0.149, -0.854, 1.599], [0.524, -0.936, 2.620], [-0.437, 0.065, 1.530], [1.320, -0.750, 0.593], [0.973, 0.288, -0.503], [0.467, 1.498, -0.001], [1.192, 1.990, 0.409], [1.859, 0.462, -1.128], [0.183, -0.103, -1.145], [1.559, -2.113, -0.074], [0.306, -2.665, -0.774], [0.331, -3.761, -0.763], [0.253, -2.341, -1.816], [2.357, -2.025, -0.812], [1.886, -2.816, 0.694], [2.582, -0.307, 1.382], [3.815, -0.088, 0.554], [4.610, -1.169, 0.179], [5.739, -1.010, -0.601], [6.116, 0.253, -1.022], [5.371, 1.351, -0.635], [4.241, 1.175, 0.147], [3.398, 2.612, 0.647], [5.664, 2.346, -0.933], [6.994, 0.390, -1.635], [6.328, -1.872, -0.876], [4.339, -2.156, 0.523], [2.339, 0.608, 1.924], [2.800, -1.084, 2.119], [-1.731, -1.939, 1.771], [-2.970, -0.949, -0.123], [-3.746, -1.550, 0.748], [-4.695, -0.658, 1.135], [-4.486, 0.500, 0.493], [-3.398, 0.388, -0.328], [-2.872, 1.495, -1.167], [-3.086, 1.282, -2.217], [-3.536, 2.806, -0.731], [-3.087, 3.139, 0.207], [-5.044, 2.636, -0.530], [-5.480, 2.215, -1.438], [-5.508, 3.607, -0.351], [-5.338, 1.704, 0.651], [-5.100, 2.200, 1.596], [-6.393, 1.422, 0.682], [-3.349, 3.574, -1.482], [-1.788, 1.569, -1.059]],
  "atomic_forces_ev_per_a": [[-0.169, 0.265, -0.129], [0.111, -0.504, 0.034], [0.014, -0.094, -0.101], [-0.015, 0.302, 0.546], [-0.076, 0.001, 0.007], [-0.103, -0.209, -0.101], [0.034, 0.043, 0.072], [0.008, -0.034, 0.118], [0.009, 0.150, -0.015], [0.135, -0.461, -0.034], [-0.031, 0.465, 0.254], [-0.132, -0.033, -0.123], [-0.066, -0.046, -0.029], [0.102, -0.053, -0.078], [-0.173, 0.175, 0.014], [0.188, -0.120, -0.388], [0.019, 0.079, -0.079], [0.022, -0.095, 0.158], [0.043, -0.108, 0.009], [0.119, -0.024, 0.015], [-0.169, -0.007, -0.158], [-0.006, 0.153, 0.135], [0.087, 0.077, -0.036], [0.023, -0.074, -0.020], [-0.027, 0.030, 0.020], [0.022, 0.067, -0.042], [0.203, -0.266, -0.098], [-0.019, 0.235, 0.052], [-0.005, 0.082, -0.004], [0.083, 0.020, -0.052], [0.054, -0.082, -0.022], [-0.065, -0.105, 0.039], [-0.003, -0.089, 0.115], [-0.052, 0.040, 0.063], [0.191, -0.115, 0.010], [-0.951, 0.515, 0.357], [0.675, -0.870, -0.260], [-0.312, 0.490, 0.041], [0.899, 0.017, -0.710], [-0.598, -0.030, 0.506], [0.046, 0.103, -0.094], [0.054, 0.053, -0.027], [-0.058, -0.065, -0.203], [0.047, 0.069, 0.038], [0.129, 0.071, 0.158], [-0.070, 0.017, -0.042], [-0.050, -0.030, -0.037], [-0.149, -0.102, 0.107], [-0.063, 0.008, 0.002], [-0.003, 0.021, 0.033], [0.041, 0.046, 0.050], [0.004, 0.022, -0.069]],
  "lowdin_charge": [0.08, -0.40, -0.04, -0.13, 0.13, -0.08, 0.12, 0.12, -0.39, -0.19, -0.08, 0.00, 0.13, 0.12, -0.11, -0.12, 0.13, 0.12, 0.12, 0.12, -0.11, -0.24, -0.04, -0.07, -0.08, -0.11, -0.57, 0.77, 0.10, 0.11, 0.11, 0.11, 0.10, 0.13, 0.11, -0.15, 0.12, 0.04, -0.21, -0.10, -0.12, 0.13, -0.18, 0.12, -0.19, 0.12, 0.11, -0.11, 0.13, 0.12, 0.11, 0.10],
  "lumo_energy_ev": 0.63,
  "smiles": "O=C(c1noc2c1CCCC2)N1CCC(CO)(Cc2ccccc2Cl)CC1",
  "multiplicity": 1,
  "homo_lumo_gap_ha": 0.3556,
  "relative_energy_ev": 0.885,
  "charge": 0,
  "total_energy_ha": -1610.6423
}


{
  "formula": "C6H13NO",
  "method": "ωB97M-V/def2-TZVPD",
  "species": ["C", "N", "C", "C", "C", "C", "C", "O", "H", "H", "H", "H", "H", "H", "H", "H", "H", "H", "H", "H", "H"],
  "coordinates": [[2.431, -1.678, -0.372], [1.862, -0.308, -0.143], [0.287, -0.239, 0.127], [-0.225, 0.909, -0.814], [-1.545, 0.541, -1.480], [-2.743, 1.182, -0.809], [0.331, 0.192, 1.678], [-0.303, -0.570, 2.375], [2.834, -1.536, -1.350], [1.557, -2.289, -0.485], [3.075, -2.112, 0.417], [2.138, 0.513, -0.813], [-0.299, -1.213, 0.039], [-0.238, 1.800, -0.330], [0.572, 0.904, -1.656], [-1.536, 0.800, -2.598], [-1.539, -0.598, -1.401], [-3.289, 0.409, -0.207], [-3.389, 1.585, -1.658], [-2.559, 1.939, -0.027], [0.841, 1.074, 2.085]],
  "atomic_forces_ev_per_a": [[-1.195, 1.900, -0.007], [-1.547, 0.974, 0.076], [3.355, 2.423, 0.815], [1.646, -4.193, -2.743], [0.679, -0.793, -0.849], [-1.879, -0.579, -0.171], [-2.361, -2.667, -2.015], [0.609, 0.752, 0.942], [1.157, -0.922, -0.531], [-0.215, -0.861, -0.059], [-0.089, 0.671, -0.501], [-0.569, -2.769, 1.552], [1.164, 1.200, 0.139], [-0.018, 2.871, 1.335], [-1.247, 0.485, 1.293], [0.088, -0.338, 1.623], [-0.640, 1.451, -0.514], [0.024, 0.574, -0.821], [0.364, -0.344, 1.646], [0.378, 0.070, -0.806], [0.297, 0.094, -0.405]],
  "lowdin_charge": [-0.11, -0.12, -0.23, -0.19, -0.28, -0.12, -0.20, 0.01, 0.06, 0.05, 0.08, 0.12, 0.14, 0.07, 0.12, 0.12, 0.11, 0.08, 0.09, 0.07, 0.12],
  "lumo_energy_ev": 0.97,
  "smiles": "CCC[C@H](C=O)NC",
  "multiplicity": 1,
  "homo_lumo_gap_ha": 0.3499,
  "relative_energy_ev": 3.599,
  "charge": 0,
  "total_energy_ha": -366.3016
}